Entry 1:
{"formula": "C30H55N4O2P2Sn", "method": "ωB97M-V/def2-TZVPD", "homo_ev": [-16.085, -16.490], "total_charge": 3, "homo_lumo_gap_ha": [0.216, 0.211], "lumo_energy_ev": [-10.21, -10.74], "species": ["C", "C", "C", "C", "C", "H", "H", "H", "N", "P", "P", "C", "H", "H", "C", "O", "C", "H", "C", "C", "C", "C", "C", "H", "H", "H", "C", "H", "H", "H", "C", "H", "H", "H", "C", "H", "H", "H", "C", "H", "H", "H", "C", "H", "H", "H", "C", "H", "H", "H", "C", "H", "H", "H", "C", "H", "H", "H", "C", "H", "H", "H", "C", "H", "H", "H", "C", "H", "H", "H", "Sn", "N", "C", "C", "C", "C", "C", "H", "H", "H", "H", "H", "H", "H", "H", "H", "N", "C", "N", "O", "H", "H", "H", "H"], "xyz": [[1.9588, -0.7080, -2.0427], [1.7898, 1.5959, -1.5109], [2.7851, -0.4399, -3.1318], [2.7758, 1.8792, -2.5100], [3.2562, 0.8673, -3.3237], [3.0677, -1.2658, -3.7756], [3.1026, 2.9150, -2.6136], [3.9905, 1.0671, -4.0975], [1.5166, 0.2658, -1.2357], [1.1170, -2.5296, -0.0390], [-0.3189, 2.5493, 0.1949], [1.4840, -2.1458, -1.7872], [0.5751, -2.3171, -2.3892], [2.2369, -2.8523, -2.1695], [-1.8158, 0.1203, 2.5862], [-2.4440, -0.0069, 3.5289], [1.0525, 2.6216, -0.8920], [1.3839, 3.6379, -1.1612], [-1.6777, 3.4153, -0.8956], [0.1125, 3.6394, 1.7151], [-0.2138, -3.8966, 0.0858], [2.8247, -2.9560, 0.6259], [-3.0136, 2.8812, -0.3699], [-3.1910, 3.1603, 0.6785], [-3.8373, 3.2964, -0.9751], [-3.0503, 1.7855, -0.4468], [-1.6439, 4.9470, -0.8414], [-1.8686, 5.3543, 0.1527], [-0.6859, 5.3482, -1.1980], [-2.4201, 5.3302, -1.5255], [-1.4865, 2.9969, -2.3553], [-2.2990, 3.4242, -2.9649], [-0.5330, 3.3546, -2.7607], [-1.5179, 1.9061, -2.4652], [-1.1768, 3.9078, 2.5190], [-1.6485, 2.9682, 2.8468], [-0.9066, 4.4839, 3.4210], [-1.9197, 4.4934, 1.9576], [1.0914, 2.8668, 2.6104], [0.6791, 1.9109, 2.9590], [2.0382, 2.6579, 2.0969], [1.3247, 3.4811, 3.4958], [0.7938, 4.9452, 1.2923], [0.1558, 5.5936, 0.6826], [1.0512, 5.5118, 2.2020], [1.7217, 4.7511, 0.7412], [2.6731, -3.3093, 2.1128], [3.6697, -3.5531, 2.5119], [2.2775, -2.4521, 2.6770], [2.0214, -4.1758, 2.2833], [3.7279, -1.7135, 0.5108], [3.9054, -1.4264, -0.5338], [3.3060, -0.8579, 1.0574], [4.7042, -1.9554, 0.9614], [3.4688, -4.1246, -0.1383], [4.4793, -4.2716, 0.2736], [2.9192, -5.0646, -0.0075], [3.5772, -3.9227, -1.2110], [-1.0625, -3.8998, -1.1957], [-0.5068, -4.3121, -2.0508], [-1.9407, -4.5448, -1.0293], [-1.4235, -2.8932, -1.4475], [-1.1185, -3.5401, 1.2854], [-1.6130, -2.5673, 1.1432], [-1.9059, -4.3064, 1.3688], [-0.5625, -3.5170, 2.2348], [0.3813, -5.2996, 0.2777], [1.0045, -5.5983, -0.5759], [0.9526, -5.4101, 1.2091], [-0.4564, -6.0145, 0.3276], [0.2585, -0.1338, 0.6384], [-1.3736, -0.4164, -0.9158], [-2.2233, -0.1296, -1.6830], [-3.5210, -0.4477, -2.4521], [-3.6476, 0.5779, -3.5698], [-3.4456, -1.8383, -3.0948], [-4.7143, -0.3301, -1.5000], [-3.7365, 1.5895, -3.1582], [-2.7604, 0.5419, -4.2134], [-4.5337, 0.3735, -4.1806], [-3.4473, -2.6388, -2.3457], [-4.3010, -2.0130, -3.7678], [-2.5297, -1.9121, -3.6996], [-5.6572, -0.5828, -2.0088], [-4.6068, -0.9954, -0.6338], [-4.7994, 0.7010, -1.1345], [3.1983, -0.0350, 4.7592], [1.9034, -0.1546, 4.3428], [0.9810, 0.0625, 5.3373], [1.5904, -0.3935, 3.1635], [3.3928, 0.3707, 5.6681], [3.9083, 0.0156, 4.0432], [0.0471, -0.2819, 5.1571], [1.3230, -0.0120, 6.2888]], "forces_ev_per_angstrom": [[-0.4, -0.2, 0.4], [0.4, -0.6, -0.5], [0.1, 0.3, 0.1], [-0.4, 0.3, 0.4], [-0.1, -0.4, 0.2], [0.1, 0.2, 0.0], [-0.1, -0.3, -0.2], [-0.1, 0.1, 0.1], [-0.4, 0.3, -0.2], [0.5, -1.0, -0.2], [-0.5, 0.9, 0.5], [-0.1, 0.4, -0.7], [0.3, 0.1, 0.2], [-0.3, 0.2, 0.2], [-1.8, -0.4, 2.2], [1.5, 0.3, -2.1], [1.7, 0.8, -0.5], [-0.2, -0.5, 0.0], [-0.3, -0.3, 0.1], [-0.1, -0.2, 0.2], [-0.1, 0.1, 0.1], [-0.1, 0.0, 0.6], [-0.3, 0.0, 0.0], [0.0, -0.1, -0.3], [0.2, -0.1, 0.2], [-0.1, 0.3, 0.1], [0.1, 0.2, 0.1], [0.1, -0.1, -0.4], [-0.3, -0.1, 0.1], [0.2, -0.2, 0.2], [0.2, -0.2, 0.0], [0.3, -0.1, 0.2], [-0.2, 0.0, 0.0], [0.1, 0.3, -0.1], [-0.1, 0.0, -0.1], [0.1, 0.3, 0.0], [-0.1, -0.2, -0.3], [0.3, -0.2, 0.3], [0.0, -0.2, -0.1], [0.0, 0.2, 0.0], [-0.1, 0.0, 0.0], [-0.1, -0.2, -0.3], [-0.1, 0.3, -0.2], [0.3, -0.2, 0.3], [0.0, -0.2, -0.3], [-0.1, 0.1, 0.2], [0.0, 0.0, 0.3], [-0.3, 0.0, -0.1], [0.1, -0.3, -0.1], [0.3, 0.2, 0.0], [-0.1, 0.1, -0.1], [0.1, -0.1, 0.2], [0.1, -0.1, -0.1], [-0.3, 0.1, -0.2], [-0.1, -0.2, -0.1], [-0.3, 0.1, -0.1], [0.3, 0.3, 0.0], [0.1, -0.1, 0.2], [0.1, 0.1, -0.1], [-0.2, 0.1, 0.2], [0.3, 0.2, 0.0], [0.1, -0.3, 0.0], [0.2, 0.0, 0.1], [0.0, -0.2, 0.0], [0.3, 0.3, 0.0], [-0.1, 0.0, -0.2], [0.1, -0.2, 0.0], [-0.2, 0.1, 0.3], [-0.2, 0.0, -0.4], [0.2, 0.3, 0.0], [0.4, 0.4, -0.1], [-1.9, 1.4, -2.1], [0.6, -3.3, 2.2], [-0.3, 0.9, -0.7], [0.1, 0.6, -0.3], [0.8, -0.5, 0.2], [0.1, 0.2, 0.7], [-0.1, -0.2, -0.2], [-0.2, 0.1, 0.0], [0.2, 0.0, 0.2], [0.0, 0.2, -0.2], [0.2, 0.4, 0.4], [-0.3, -0.1, 0.1], [0.5, 0.0, 0.0], [-0.1, 0.1, -0.2], [-0.1, -0.3, -0.1], [-0.6, 0.1, -0.4], [0.3, 0.5, 0.9], [0.3, -0.4, -0.5], [-0.2, 0.0, -0.1], [0.1, -0.2, -0.4], [0.0, 0.0, 0.3], [0.2, 0.1, 0.2], [-0.4, 0.0, -0.1]]}

Entry 2:
{"formula": "C30H55N4OP2PbS", "method": "ωB97M-V/def2-TZVPD", "homo_ev": -16.526, "total_charge": 3, "homo_lumo_gap_ha": 0.240, "lumo_energy_ev": -10.00, "species": ["C", "C", "C", "C", "C", "H", "H", "H", "N", "P", "P", "C", "H", "H", "C", "H", "C", "C", "C", "C", "C", "H", "H", "H", "C", "H", "H", "H", "C", "H", "H", "H", "C", "H", "H", "H", "C", "H", "H", "H", "C", "H", "H", "H", "C", "H", "H", "H", "C", "H", "H", "H", "C", "H", "H", "H", "C", "H", "H", "H", "C", "H", "H", "H", "C", "H", "H", "H", "Pb", "C", "O", "N", "C", "C", "C", "C", "C", "H", "H", "H", "H", "H", "H", "H", "H", "H", "N", "C", "N", "S", "H", "H", "H", "H"], "xyz": [[-0.3740, 1.7418, -2.1887], [-0.0290, -0.6081, -2.3855], [-0.2643, 1.8806, -3.5598], [0.1155, -0.4991, -3.7496], [-0.0256, 0.7575, -4.3442], [-0.3448, 2.8746, -3.9825], [0.3239, -1.3931, -4.3327], [0.0632, 0.8551, -5.4248], [-0.3039, 0.5124, -1.6989], [0.3470, 2.6412, 0.4113], [-1.0439, -2.1196, -0.1713], [-0.5218, 2.8992, -1.2091], [-0.1771, 3.8313, -1.6957], [-1.5861, 3.0375, -0.9559], [0.2370, -1.8584, -1.5918], [0.2792, -2.7383, -2.2447], [-0.4561, -3.5675, 0.8720], [-2.6966, -2.3647, -0.9799], [2.1857, 2.8451, 0.1108], [-0.3569, 3.8727, 1.6128], [0.2887, -3.0864, 2.1426], [-0.4278, -2.8021, 2.9273], [0.8921, -3.9279, 2.5219], [0.9520, -2.2307, 1.9607], [-1.6763, -4.3687, 1.3558], [-2.3178, -3.7652, 2.0107], [-2.2752, -4.7762, 0.5346], [-1.3046, -5.2164, 1.9494], [0.4693, -4.4703, 0.0379], [0.4273, -5.4942, 0.4453], [0.1818, -4.5263, -1.0184], [1.5160, -4.1396, 0.0996], [-3.7878, -2.4863, 0.1228], [-3.4716, -2.0267, 1.0657], [-4.6847, -1.9589, -0.2259], [-4.0774, -3.5296, 0.3114], [-3.0669, -1.1538, -1.8609], [-2.7935, -0.2026, -1.3927], [-2.6133, -1.2203, -2.8542], [-4.1603, -1.1591, -1.9875], [-2.6560, -3.6330, -1.8571], [-1.6533, -4.0605, -1.9626], [-3.3142, -4.3969, -1.4280], [-3.0371, -3.4075, -2.8665], [0.2769, 3.6524, 2.9975], [-0.0789, 4.4438, 3.6732], [-0.0310, 2.6915, 3.4296], [1.3732, 3.6890, 2.9762], [-1.8782, 3.7131, 1.7299], [-2.4020, 3.6240, 0.7818], [-2.1353, 2.8294, 2.3189], [-2.2862, 4.5518, 2.3036], [-0.1116, 5.2965, 1.0935], [-0.1576, 5.3505, -0.0014], [-0.9045, 5.9533, 1.4813], [0.8436, 5.7153, 1.4280], [2.5074, 2.2729, -1.2746], [2.1158, 2.9043, -2.0807], [3.5998, 2.2146, -1.3850], [2.1087, 1.2553, -1.3762], [2.9531, 2.0227, 1.1826], [3.4139, 1.1411, 0.7127], [3.7464, 2.6472, 1.6187], [2.3070, 1.6733, 2.0024], [2.6331, 4.3193, 0.1387], [2.0291, 4.9434, -0.5320], [2.6239, 4.7556, 1.1465], [3.6725, 4.3619, -0.2226], [-0.1564, 0.1242, 0.4500], [-2.3607, 0.8261, 0.6614], [-3.5287, 1.0639, 0.7781], [1.6423, -0.7361, 0.1408], [1.6148, -1.5455, -0.8292], [2.9591, -2.1420, -1.3352], [2.7683, -3.1702, -2.4449], [3.8003, -0.9807, -1.8666], [3.6780, -2.7745, -0.1241], [2.1614, -4.0289, -2.1327], [2.3175, -2.7289, -3.3407], [3.7539, -3.5624, -2.7332], [4.0211, -0.2670, -1.0600], [4.7514, -1.3634, -2.2600], [3.2872, -0.4415, -2.6739], [4.0462, -3.7720, -0.3860], [4.5286, -2.1440, 0.1592], [3.0241, -2.8637, 0.7532], [-1.7714, 1.4300, 4.7032], [-2.5018, 1.2397, 3.6252], [-3.8378, 1.2579, 3.5108], [-1.4892, 0.7496, 2.3608], [-2.2550, 1.6323, 5.5193], [-0.7653, 1.2111, 4.7685], [-4.4009, 0.9201, 2.7441], [-4.2873, 1.4829, 4.3455]], "forces_ev_per_angstrom": [[0.0, -0.1, -0.4], [-0.3, 0.6, -0.6], [0.0, 0.5, -0.1], [0.0, -0.3, -0.5], [-0.1, -0.1, 0.0], [0.0, -0.1, -0.2], [0.0, 0.3, -0.1], [0.0, 0.0, 0.2], [0.2, -0.6, 0.4], [0.8, 1.0, -0.9], [0.1, -1.5, -1.3], [-0.2, 0.2, -0.2], [-0.1, -0.4, 0.3], [0.3, 0.0, -0.2], [0.1, -0.1, 0.9], [0.1, 0.3, 0.3], [0.0, -0.2, 0.3], [-0.5, 0.0, 0.0], [0.2, 0.1, 0.2], [-0.4, 0.0, 0.3], [-0.1, 0.2, 0.0], [0.2, -0.1, -0.2], [-0.2, 0.4, -0.1], [0.1, -0.4, 0.0], [-0.2, -0.1, 0.0], [0.1, -0.2, -0.2], [0.2, 0.0, 0.2], [-0.1, 0.2, -0.2], [0.2, -0.2, -0.1], [0.0, 0.4, -0.1], [0.0, -0.2, 0.3], [-0.4, -0.1, -0.1], [-0.2, 0.0, 0.0], [-0.2, 0.0, 0.0], [0.2, -0.2, 0.2], [0.2, 0.5, 0.1], [0.1, 0.2, -0.1], [-0.2, -0.1, -0.3], [0.0, 0.1, 0.2], [0.4, 0.0, -0.1], [-0.2, -0.3, -0.3], [-0.2, 0.0, -0.1], [0.3, 0.0, -0.2], [0.2, -0.1, 0.4], [0.1, 0.1, 0.1], [0.1, -0.2, -0.2], [0.2, 0.3, -0.2], [-0.2, 0.1, 0.0], [-0.4, -0.3, 0.7], [-0.1, 0.3, 0.0], [0.0, 1.0, -0.5], [0.1, 0.1, -0.3], [0.2, 0.6, -0.1], [0.0, 0.2, 0.3], [0.3, -0.2, -0.1], [-0.3, -0.2, -0.2], [-0.2, -0.1, -0.1], [0.1, -0.1, 0.1], [-0.3, 0.1, 0.0], [0.3, 0.2, -0.1], [0.1, 0.0, 0.1], [-0.2, 0.3, 0.3], [-0.2, -0.3, -0.1], [0.3, 0.0, -0.1], [0.0, 0.1, 0.0], [0.2, -0.1, 0.1], [0.0, -0.2, -0.3], [-0.3, -0.1, 0.1], [1.4, 0.6, -1.4], [-4.1, 1.2, 0.1], [1.4, -0.4, -1.1], [2.4, -1.2, -0.3], [0.1, -0.5, -0.5], [-0.5, -0.1, 0.2], [0.0, -0.2, -0.2], [0.1, 0.4, -0.1], [0.2, 0.0, 0.2], [0.2, 0.2, -0.1], [0.1, -0.1, 0.0], [-0.3, 0.1, 0.0], [0.0, -0.2, -0.3], [-0.3, 0.1, 0.1], [0.1, -0.1, 0.0], [0.0, 0.2, 0.1], [-0.1, -0.3, 0.1], [0.3, 0.0, -0.2], [-0.1, 0.1, -0.3], [-0.6, -1.9, -0.3], [2.5, 0.2, 0.4], [-0.6, -0.8, 3.0], [-0.6, 0.5, 2.2], [-1.1, 0.3, -0.2], [0.5, 0.1, -0.4], [-1.4, 0.5, 1.4]]}

For each record above, in turn, the calculated relative energy (zero: lowest compared OMol25 entry of this formula, charge and spin) values are 0.0 130.5 kcal per mole.